This record from the Open Molecules 2025 dataset describes C12H15IO in the gas phase. The level of theory is wB97M-V/def2-TZVPD.

XYZ file:
```
29
Properties=species:S:1:pos:R:3:nbo_charge:R:1
C 1.338 2.372 -2.973 -0.2180
C 1.997 2.367 -1.707 -0.2084
C 0.306 1.490 -3.150 -0.2094
C 1.636 1.437 -0.706 -0.1959
C -0.074 0.498 -2.230 -0.1876
C 0.607 0.475 -0.993 -0.1462
C -0.987 -0.880 2.054 -0.4084
C 0.256 -0.179 1.480 -0.2999
C -1.598 -1.655 0.836 0.0876
C 0.329 -0.551 -0.029 0.2551
C -0.021 1.333 1.817 -0.6189
C -1.540 -3.155 0.929 -0.6483
O -0.971 -1.212 -0.350 -0.5551
I 1.903 -2.043 -0.275 0.0556
H 1.806 3.148 -3.698 0.2284
H 2.795 3.082 -1.595 0.2128
H -0.142 1.484 -4.185 0.2147
H 2.152 1.345 0.322 0.2272
H -0.718 -0.330 -2.356 0.2430
H -0.763 -1.580 2.773 0.2087
H -1.520 -0.064 2.477 0.2191
H 1.053 -0.620 2.093 0.2388
H -2.640 -1.289 0.709 0.1906
H -0.286 1.451 2.882 0.2141
H -0.808 1.734 1.088 0.2213
H 0.710 2.073 1.727 0.2147
H -2.612 -3.485 1.096 0.2145
H -1.040 -3.524 1.902 0.2067
H -1.168 -3.723 0.064 0.2430
```

Values from the calculation:
ΔE to the lowest compared entry with this formula, charge and spin = 0.0 kcal/mol
total charge = 0
SMILES string = C[C@H]1C[C@H](C)[C@](I)(c2ccccc2)O1
HOMO energy = -8.73 eV